Record 1
Molecular formula: C19H32BN3O8
Method: DFT, ωB97M-V with the def2-TZVPD basis set

ORCA input file:
```
! RIJCOSX wB97M-V def2-TZVPD def2/J DEFGRID3
* xyz 0 1
C -5.677 -2.221 1.600
B -5.232 -0.704 2.146
O -6.289 0.171 2.701
C -3.646 -0.309 1.968
C -2.612 -0.287 3.043
C -3.004 -0.631 4.597
C -3.324 0.839 5.323
O -4.617 1.414 4.920
C -1.061 0.109 2.561
O -0.319 0.869 3.370
C -0.620 -0.453 1.077
C 0.848 -1.053 0.664
C 1.970 -1.036 1.860
O 2.444 0.319 2.231
C 3.671 0.685 1.506
C 5.081 0.642 2.378
O 3.671 1.065 0.223
C -1.672 -0.466 -0.017
C -1.279 -1.066 -1.491
C -2.474 -1.003 -2.612
N -1.963 -1.763 -3.854
N -3.757 -1.723 -2.207
N -2.740 0.428 -3.125
C -3.169 0.106 0.420
O -3.952 0.873 -0.341
H -6.592 -2.666 2.184
H -5.905 -2.177 0.430
H -4.717 -2.918 1.707
H -6.801 -0.349 3.391
H -3.868 -1.409 4.735
H -2.071 -1.066 5.202
H -2.487 1.593 4.930
H -3.328 0.755 6.490
H -4.576 1.707 3.956
H 0.692 -2.199 0.372
H 1.269 -0.441 -0.240
H 1.665 -1.685 2.815
H 2.929 -1.596 1.421
H 6.022 0.523 1.684
H 4.993 -0.231 3.176
H 5.146 1.644 2.996
H -0.390 -0.392 -1.915
H -0.836 -2.167 -1.429
H -2.740 -1.604 -4.563
H -2.050 -2.785 -3.585
H -4.571 -1.049 -2.144
H -3.687 -2.143 -1.253
H -2.167 0.557 -3.988
H -2.302 1.066 -2.400
O 5.881 -0.700 -5.136
C 5.562 0.282 -4.471
O 5.444 1.496 -5.058
C 4.860 2.651 -4.427
C 5.902 3.420 -3.639
C 5.394 0.182 -2.984
H 3.994 2.374 -3.817
H 4.480 3.284 -5.233
H 6.312 2.822 -2.821
H 5.469 4.332 -3.216
H 6.743 3.695 -4.284
H 6.353 0.380 -2.498
H 5.074 -0.835 -2.739
H 4.627 0.845 -2.589
*
```

The calculated total energy is -1533.88086 hartree. For the HOMO energy, the calculation gives -9.329 eV. As for the SMILES: CB(O)C1=C(CCO)C(=O)C(CCOC(C)=O)=C(CC(N)(N)N)C1=O.CCOC(C)=O. As for the LUMO energy: -1.632 eV. For the HOMO-LUMO gap, the calculation gives 7.70 eV.

=====

Record 2
Molecular formula: C19H32Cl2F3I2N2O2PS2
Method: DFT, ωB97M-V with the def2-TZVPD basis set

ORCA input file:
```
! RIJCOSX wB97M-V def2-TZVPD def2/J DEFGRID3
* xyz 0 1
C -0.218 -4.106 3.141
C -1.061 -3.222 2.618
C -1.927 -2.193 1.781
C -1.363 -1.573 0.408
N -2.539 -0.637 0.039
C -2.619 0.613 0.800
C -2.666 1.856 -0.279
C -4.232 2.196 -0.654
O -0.285 -0.679 0.376
C 0.975 -0.821 0.930
Cl 1.501 -2.597 0.595
C 1.084 -0.753 2.577
O -0.079 -0.138 3.213
C 0.222 0.375 4.509
F 1.108 -0.477 5.280
F -1.020 0.396 5.247
F 0.726 1.717 4.410
C 2.117 0.252 0.379
P 3.911 -0.325 0.872
S 4.620 -1.774 -0.278
C 2.197 0.352 -1.246
C 3.497 1.215 -1.771
C 0.966 1.043 -1.999
C 1.091 2.672 -2.209
C -0.361 3.328 -2.615
N 1.993 1.636 0.864
S 0.461 2.328 1.150
Cl 3.073 2.215 2.044
C -1.513 -2.595 -0.895
I -1.193 -4.707 -0.535
C -0.594 -2.147 -2.157
C -0.222 -3.376 -3.182
I -1.900 -0.834 -3.389
H 0.577 -4.616 3.815
H -2.913 -2.753 1.492
H -2.285 -1.404 2.566
H -3.428 -1.147 0.150
H -1.903 0.797 1.672
H -3.687 0.650 1.286
H -2.260 2.805 0.228
H -2.170 1.593 -1.280
H -4.336 3.332 -0.913
H -4.954 2.012 0.221
H -4.572 1.635 -1.611
H 2.004 -0.186 2.957
H 1.187 -1.821 3.040
H 3.995 -0.742 2.240
H 4.891 0.719 0.594
H 2.364 -0.709 -1.707
H 4.495 0.660 -1.681
H 3.403 1.429 -2.917
H 3.590 2.181 -1.145
H 0.955 0.622 -3.090
H -0.083 0.884 -1.587
H 1.760 2.861 -3.148
H 1.596 3.204 -1.327
H -0.195 4.043 -3.524
H -0.826 3.948 -1.768
H -1.061 2.490 -3.015
H 0.634 3.330 2.124
H -2.601 -2.571 -1.322
H 0.406 -1.663 -1.889
H -1.143 -3.989 -3.498
H 0.135 -2.834 -4.155
H 0.677 -3.999 -2.832
*
```

The calculated total energy is -3955.81247 hartree. For the HOMO energy, the calculation gives -8.432 eV. As for the LUMO energy: -0.456 eV. For the HOMO-LUMO gap, the calculation gives 7.98 eV.

=====

Record 3
Molecular formula: C19H32ClErINP2S
Method: DFT, ωB97M-V with the def2-TZVPD basis set

ORCA input file:
```
! RIJCOSX wB97M-V def2-TZVPD def2/J DEFGRID3
* xyz 2 4
C 1.274 -1.009 -0.981
I 2.258 -0.749 2.424
H 1.065 -0.136 -1.628
H 0.511 -1.618 -1.500
H 2.240 -1.418 -1.274
Er -1.369 1.901 0.229
P -2.921 -0.395 -0.269
C -3.328 -2.175 -0.116
C -3.810 0.376 1.102
H -4.855 0.272 0.847
H -4.980 0.018 -1.546
H -3.565 1.446 1.204
H -3.569 1.089 -2.018
H -3.009 -2.518 0.892
H -3.603 -0.167 2.022
C -3.891 0.048 -1.769
H -4.431 -2.348 -0.247
H -3.597 -0.679 -2.546
H -2.769 -2.792 -0.858
P 2.320 0.856 0.279
C 3.570 -0.559 0.498
C 3.503 1.576 -1.012
H 2.365 2.766 1.664
H 4.021 2.054 1.534
H 2.794 1.313 2.589
C 2.961 1.854 1.663
H 2.894 2.408 -1.366
H 4.401 1.928 -0.477
H 4.529 -0.157 0.914
H 3.733 -1.179 -0.393
H 3.733 0.809 -1.751
H 3.239 -1.303 1.279
Cl -1.023 4.194 -0.412
N 0.153 -2.051 0.640
S 0.033 -3.460 1.489
C -0.574 -4.759 0.554
C -0.707 -4.869 -0.853
C -1.418 -5.964 -1.384
C -2.042 -6.900 -0.514
C -1.961 -6.728 0.882
C -1.244 -5.636 1.393
C 1.900 -3.905 1.454
C 2.457 -3.777 2.733
C 3.755 -4.226 2.931
C 4.466 -4.714 1.830
C 3.942 -4.699 0.527
C 2.637 -4.238 0.305
H 1.145 -2.420 0.341
H -0.296 -4.149 -1.554
H -1.565 -6.108 -2.483
H -2.670 -7.750 -0.899
H -2.472 -7.393 1.619
H -1.230 -5.457 2.468
H 1.839 -3.311 3.523
H 4.097 -4.129 3.976
H 5.465 -5.072 2.025
H 4.543 -5.042 -0.310
H 2.228 -4.201 -0.726
*
```

Its expectation value of S² is 3.93. The calculated total energy is -3650.70355 hartree. The energy above the lowest of the compared OMol25 structures with the same formula, charge and spin comes out at 705.4 kJ/mol. For the HOMO energy (spin up / spin down), the calculation gives -13.731 / -12.092 eV. As for the LUMO energy (spin up / spin down): -8.807 / -8.650 eV. For the HOMO-LUMO gap (spin up / spin down), the calculation gives 4.92 / 3.44 eV.

=====

Record 4
Molecular formula: C19H32F2N3O3
Method: DFT, ωB97M-V with the def2-TZVPD basis set

ORCA input file:
```
! RIJCOSX wB97M-V def2-TZVPD def2/J DEFGRID3
* xyz 0 2
C -1.324 1.242 2.548
C -2.420 0.417 1.754
C -2.842 1.026 0.364
C -2.639 2.582 0.472
C -2.273 0.361 -0.945
N -3.478 0.117 -1.870
C -4.126 1.290 -2.314
O -3.938 1.746 -3.351
F -5.069 1.923 -1.552
C -4.328 -0.951 -1.500
O -4.854 -1.580 -2.313
F -4.554 -1.324 -0.215
C -1.306 1.224 -1.830
C 0.231 1.013 -1.695
C 0.820 1.467 -3.092
C 0.992 1.920 -0.665
N 0.692 -0.387 -1.522
O 0.932 -1.008 -2.623
C -0.107 -1.178 -0.551
C 0.380 -1.025 0.921
C 0.237 -2.690 -0.890
C -1.643 -1.073 -0.808
H -1.842 2.068 3.070
H -0.968 0.560 3.347
H -0.513 1.611 1.908
H -3.309 0.507 2.420
H -2.193 -0.659 1.747
H -3.948 0.955 0.372
H -1.590 2.903 0.388
H -3.188 3.108 -0.341
H -3.115 2.942 1.403
H -1.497 2.312 -1.822
H -1.522 0.924 -2.878
H 1.902 1.271 -3.169
H 0.695 2.573 -3.156
H 0.266 1.046 -3.945
H 1.745 1.293 -0.141
H 0.376 2.400 0.113
H 1.576 2.707 -1.178
H 0.647 -0.002 1.218
H -0.275 -1.528 1.655
H 1.323 -1.589 0.977
H -0.140 -3.266 -0.012
H 1.322 -2.864 -0.935
H -0.316 -3.064 -1.765
H -2.149 -1.721 -0.070
H -1.776 -1.567 -1.797
C 5.249 -1.944 0.730
C 5.620 -1.087 1.936
C 4.854 -1.478 3.204
C 3.400 -1.315 2.993
N 2.280 -1.191 2.818
H 4.196 -1.829 0.464
H 5.837 -1.651 -0.140
H 5.439 -3.002 0.928
H 5.428 -0.038 1.699
H 6.691 -1.182 2.126
H 5.161 -0.848 4.040
H 5.058 -2.517 3.470
*
```

Its expectation value of S² is 0.75. The calculated total energy is -1332.75686 hartree. For the HOMO energy (spin up / spin down), the calculation gives -8.543 / -9.549 eV. As for the LUMO energy (spin up / spin down): 0.569 / 0.274 eV. For the HOMO-LUMO gap (spin up / spin down), the calculation gives 9.11 / 9.82 eV.

=====

Record 5
Molecular formula: C19H32N3O2PSiTc
Method: DFT, ωB97M-V with the def2-TZVPD basis set

ORCA input file:
```
! RIJCOSX wB97M-V def2-TZVPD def2/J DEFGRID3
* xyz 0 4
Tc 0.000 0.000 0.000
Si 2.412 0.145 -0.560
P -0.563 0.469 -2.383
N -0.010 -1.759 -0.316
H -0.223 3.047 2.083
C -2.337 0.780 -2.846
H -2.466 0.920 -3.934
H -2.694 1.680 -2.317
H -2.946 -0.079 -2.514
C 0.277 1.927 -3.151
H -0.058 2.095 -4.190
H 1.366 1.752 -3.138
H 0.062 2.822 -2.544
C -0.107 -0.919 -3.507
H -0.252 -0.650 -4.568
H -0.726 -1.796 -3.255
H 0.949 -1.178 -3.324
C 3.093 1.933 -0.387
H 2.851 2.354 0.605
H 2.646 2.603 -1.143
H 4.192 1.958 -0.511
H 3.343 -0.704 0.283
H 2.798 -0.278 -1.964
C 0.001 -3.113 -0.504
C -1.107 -5.291 -0.428
C -1.144 -3.907 -0.231
C 1.178 -3.752 -0.980
C 1.199 -5.136 -1.172
C 0.061 -5.914 -0.899
H -1.998 -5.891 -0.214
H -2.048 -3.411 0.136
H 2.056 -3.133 -1.187
H 2.114 -5.615 -1.539
H 0.084 -6.998 -1.051
C -0.763 3.024 1.109
O -0.495 1.798 0.484
C -2.266 3.144 1.394
H -2.607 4.178 1.204
H -2.494 2.889 2.444
H -2.834 2.465 0.735
C -0.240 4.171 0.237
H -1.020 4.524 -0.460
H 0.633 3.833 -0.350
H 0.082 5.016 0.867
N 2.774 1.795 5.845
C 2.437 1.835 4.530
O 2.535 2.900 3.937
C 1.922 0.635 3.794
C 1.866 -0.637 4.380
C 1.333 -1.701 3.672
C 0.851 -1.502 2.384
N 0.913 -0.275 1.773
C 1.439 0.777 2.473
H 3.107 2.649 6.316
H 2.692 0.947 6.417
H 2.208 -0.831 5.384
H 1.264 -2.680 4.133
H 0.399 -2.354 1.917
H 1.451 1.745 2.030
*
```

Its expectation value of S² is 3.80. The calculated total energy is -1769.52476 hartree. The energy above the lowest of the compared OMol25 structures with the same formula, charge and spin comes out at 66.9 kJ/mol. For the HOMO energy (spin up / spin down), the calculation gives -5.700 / -7.098 eV. As for the LUMO energy (spin up / spin down): -0.366 / -0.785 eV. For the HOMO-LUMO gap (spin up / spin down), the calculation gives 5.33 / 6.31 eV.

=====

Record 6
Molecular formula: C19H32N4O2S
Method: DFT, ωB97M-V with the def2-TZVPD basis set

ORCA input file:
```
! RIJCOSX wB97M-V def2-TZVPD def2/J DEFGRID3
* xyz 0 1
O -2.973 1.360 -0.149
H -2.176 0.812 -0.260
C -2.727 2.601 -0.761
C -1.271 3.048 -0.629
H -1.228 4.136 -0.705
H -0.947 2.774 0.376
C -0.296 2.456 -1.677
N 1.102 2.457 -1.251
C 1.320 1.528 -0.154
C 0.873 0.120 -0.531
N -0.509 0.119 -0.978
C -0.623 1.022 -2.108
H -1.633 0.967 -2.516
H 0.083 0.743 -2.911
C -0.970 -1.228 -1.298
C -1.071 -2.059 -0.065
C -1.920 -1.920 0.982
N -1.784 -2.812 1.995
C -0.832 -3.655 1.772
N -0.421 -4.596 2.652
C 0.364 -5.732 2.221
H 0.986 -5.456 1.370
H 1.006 -6.031 3.056
C -0.572 -6.893 1.858
H -0.005 -7.794 1.622
O -1.405 -7.223 2.946
C -2.189 -6.121 3.351
H -2.785 -6.468 4.196
C -1.309 -4.932 3.751
H -1.919 -4.060 3.982
H -0.690 -5.201 4.612
H -2.858 -5.814 2.533
H -1.183 -6.606 0.988
S 0.002 -3.410 0.229
H -2.684 -1.168 1.058
H -1.963 -1.139 -1.751
H -0.302 -1.722 -2.024
H 0.964 -0.529 0.343
H 1.535 -0.267 -1.326
H 2.388 1.500 0.067
H 0.801 1.837 0.768
C 1.671 3.770 -0.981
C 1.426 4.788 -2.099
C 2.513 5.828 -1.861
H 2.659 6.485 -2.717
C 3.750 4.983 -1.553
H 4.447 5.509 -0.903
H 4.273 4.743 -2.479
C 3.211 3.698 -0.899
H 3.552 2.821 -1.448
H 3.547 3.609 0.133
H 2.250 6.442 -0.998
H 0.428 5.222 -2.071
H 1.579 4.303 -3.064
H 1.279 4.185 -0.034
H -0.360 3.068 -2.583
H -3.378 3.321 -0.253
H -3.025 2.578 -1.822
*
```

The calculated total energy is -1510.85762 hartree. The energy above the lowest of the compared OMol25 structures with the same formula, charge and spin comes out at 131.1 kJ/mol. For the HOMO energy, the calculation gives -7.731 eV. As for the SMILES: OCC[C@@H]1CN(Cc2cnc(N3CCOCC3)s2)CCN1C1CCCC1. As for the LUMO energy: 0.619 eV. For the HOMO-LUMO gap, the calculation gives 8.35 eV.